1.
The following is a DFT calculation (ωB97M-V with the def2-TZVPD basis set) of C30H39N3O7 in the gas phase in a non-equilibrium geometry.

Last column: Löwdin charge in e.
Geometry (Å):
C  -3.65490  -0.11926  3.18818  -0.0638
C  -2.28252  0.48637  3.15931  -0.1803
O  -1.43906  -0.27373  2.22672  -0.0240
C  -0.13705  -0.33561  2.57883  -0.4853
N  0.67372  -0.88532  1.58468  0.0632
C  2.01731  -0.50345  1.85911  -0.4246
C  2.77525  -1.48890  2.70806  0.0179
O  2.51617  0.55063  1.50893  0.1279
O  0.35302  0.03899  3.63768  0.0991
H  -4.35625  0.62414  3.56786  0.0814
H  -4.00601  -0.46292  2.20837  0.0876
H  -3.67457  -0.96044  3.89133  0.0600
H  -2.28286  1.52015  2.80112  0.1307
H  -1.78512  0.42816  4.12924  0.1191
H  2.24527  -2.44114  2.82109  0.0846
H  3.75837  -1.66036  2.25239  0.0910
H  2.94503  -1.02674  3.68810  0.0959
C  -3.68475  -8.77442  5.90976  -0.0465
O  -4.56977  -7.79927  6.49647  -0.0648
C  -4.30121  -6.48671  6.27881  -0.1933
C  -3.19497  -5.99100  5.58958  0.0101
C  -3.31392  -4.79562  4.88759  -0.2251
C  -2.26438  -4.42505  3.86699  -0.0752
C  -2.72897  -4.72203  2.43010  -0.1633
C  -3.09850  -6.18432  2.14501  -0.3509
O  -3.91630  -6.88617  2.74377  0.0662
N  -2.38799  -6.56236  1.04131  -0.0335
C  -2.50058  -7.89279  0.48657  -0.0123
C  -1.44267  -5.57613  0.52727  -0.4760
C  -0.00470  -6.10144  0.65392  0.0009
C  -1.74687  -5.22346  -0.93645  0.0033
N  -1.70127  -4.46087  1.43453  -0.0174
C  -1.13164  -3.22407  1.33472  -0.0613
C  -0.15372  -2.84911  0.48499  -0.0395
C  0.18436  -1.40612  0.32934  -0.2389
C  1.16389  -1.02984  -0.76577  -0.1743
C  1.34340  0.33098  -1.00016  -0.0468
C  2.27277  0.76223  -1.94582  -0.0649
C  2.94264  -0.16802  -2.75704  -0.0840
C  2.67837  -1.52822  -2.59216  -0.0841
C  1.85038  -1.96524  -1.54818  -0.0260
C  -4.42116  -3.97032  5.08778  0.0202
C  -5.44680  -4.36010  5.95666  -0.1938
O  -6.61272  -3.69833  6.17695  -0.0775
C  -6.76194  -2.35470  5.68267  -0.0552
C  -5.34252  -5.59993  6.62912  -0.1600
O  -6.35400  -6.03070  7.43699  -0.0849
C  -7.51378  -6.63111  6.78859  -0.0300
H  -4.11085  -9.74172  6.17524  0.0914
H  -3.64695  -8.66022  4.81763  0.0877
H  -2.67575  -8.67697  6.33101  0.0903
H  -2.30174  -6.61107  5.47423  0.1184
H  -2.03334  -3.34914  3.93946  0.1138
H  -1.33006  -4.98463  4.05322  0.1347
H  -3.62408  -4.09835  2.21798  0.1685
H  -3.28506  -8.43013  1.02591  0.0939
H  -2.75168  -7.82996  -0.57889  0.0923
H  -1.55188  -8.43870  0.57909  0.0917
H  0.15801  -6.51569  1.65781  0.0985
H  0.15946  -6.88656  -0.09511  0.0839
H  0.72938  -5.31072  0.49539  0.0668
H  -2.83446  -5.18219  -1.08279  0.0985
H  -1.32095  -4.25015  -1.19552  0.0719
H  -1.31293  -5.99483  -1.58517  0.0854
H  -1.55387  -2.47818  2.00744  0.1182
H  0.40441  -3.57580  -0.10569  0.0641
H  -0.75167  -0.85956  0.12017  0.1580
H  0.77816  1.06440  -0.41669  0.1279
H  2.50567  1.82185  -2.00086  0.1055
H  3.65384  0.16079  -3.51882  0.1026
H  3.15362  -2.28116  -3.22598  0.1023
H  1.77009  -3.03576  -1.33977  0.0999
H  -4.49564  -3.02680  4.53543  0.0940
H  -7.72630  -2.02082  6.06482  0.0910
H  -5.96414  -1.70022  6.05999  0.0950
H  -6.76820  -2.33744  4.58473  0.0912
H  -8.16204  -6.92282  7.61312  0.0886
H  -8.00353  -5.88585  6.15402  0.0845
H  -7.20649  -7.50643  6.20609  0.0883

Values from the calculation:
2S+1: 1
SMILES string: CCOC(=O)N(C(C)=O)[C@H](/C=C/N1[C@H](Cc2cc(OC)c(OC)c(OC)c2)C(=O)N(C)C1(C)C)c1ccccc1
energy: -50543.99663 eV
HOMO-LUMO gap: 0.305 hartree
charge: 0

***

2.
The following is a DFT calculation (ωB97M-V with the def2-TZVPD basis set) of C30H39N6ORuS2 as an isolated structure in a non-equilibrium geometry.

Last column: Löwdin charge in e.
Geometry (Å):
Ru  0.53352  -0.23297  -1.54819  1.1377
C  -3.48553  -4.32573  -2.68680  -0.0691
C  -3.41933  -3.57694  -1.36583  -0.2586
N  -2.07894  -3.60230  -0.77402  0.0144
C  -1.10059  -2.72338  -0.97829  -0.7054
S  -1.46387  -1.25399  -1.90806  0.7514
N  0.08703  -3.00092  -0.48646  0.0123
N  1.00371  -2.00931  -0.69205  -0.1415
C  2.24483  -2.24236  -0.41345  -0.2313
C  2.76338  -3.55511  0.05790  0.0011
C  3.14354  -1.08206  -0.58842  -0.1892
C  4.47500  -1.12924  -0.21826  0.0278
C  5.26052  0.00626  -0.35781  0.0029
C  4.68477  1.16351  -0.85145  -0.0094
C  3.34880  1.13889  -1.20907  -0.1019
N  2.58902  0.04533  -1.09969  -0.0147
H  -4.50561  -4.31705  -3.06879  0.0868
H  -3.18275  -5.36559  -2.56289  0.0839
H  -2.83540  -3.86318  -3.43028  0.0721
H  -4.09446  -4.01473  -0.63165  0.1240
H  -3.71026  -2.53532  -1.49479  0.0796
H  -1.77961  -4.46880  -0.34640  0.1597
H  2.00291  -4.31994  -0.05039  0.0787
H  3.05410  -3.49909  1.10985  0.1092
H  3.64786  -3.83626  -0.51487  0.1007
H  4.88756  -2.04144  0.18645  0.1250
H  6.30563  -0.01466  -0.08006  0.1318
H  5.25432  2.07449  -0.96611  0.1268
H  2.86501  2.02715  -1.58986  0.0973
C  0.09299  2.75784  -2.03348  -0.1387
C  -0.12334  3.96829  -2.98147  -0.1282
N  -0.33943  3.50223  -4.34142  -0.1549
C  0.81414  2.74661  -4.79192  -0.1287
C  0.99160  1.47775  -3.90747  -0.1361
N  -0.01030  1.48087  -2.80178  -0.2870
C  -1.36194  1.44816  -3.43004  -0.1865
C  -1.52487  2.66345  -4.38653  -0.1269
H  -0.66168  2.72049  -1.24996  0.1051
H  1.06924  2.78865  -1.55130  0.0907
H  0.74229  4.63023  -2.96900  0.1272
H  -0.99037  4.54998  -2.66981  0.1290
H  1.69595  3.38352  -4.72626  0.1276
H  0.67884  2.46974  -5.83647  0.1298
H  1.99096  1.42998  -3.47779  0.0880
H  0.82464  0.56663  -4.48842  0.1249
H  -2.10005  1.46435  -2.62777  0.1067
H  -1.46190  0.50634  -3.96826  0.0836
H  -2.39095  3.25990  -4.10262  0.1292
H  -1.67471  2.32562  -5.41127  0.1300
O  0.09068  0.70218  0.10702  -0.6709
S  -1.14210  0.50699  1.05546  1.0602
C  -0.73122  -0.86763  2.13958  -0.2573
C  -1.92461  -1.15112  3.01486  -0.2884
C  -1.78800  -1.12485  4.39833  -0.0412
C  -2.87851  -1.40173  5.21032  -0.0498
C  -4.11151  -1.69174  4.64454  -0.0545
C  -4.25404  -1.71572  3.26342  -0.0564
C  -3.16382  -1.44897  2.45032  -0.0585
C  -0.93771  1.91755  2.17254  -0.2399
C  0.32348  1.94313  2.98356  -0.2857
C  0.24820  1.77716  4.36230  -0.0443
C  1.39932  1.81575  5.13721  -0.0490
C  2.63261  2.01638  4.53647  -0.0576
C  2.71271  2.18785  3.15992  -0.0626
C  1.56462  2.15602  2.38484  -0.0472
H  0.15524  -0.59108  2.71114  0.1060
H  -0.48628  -1.69780  1.47515  0.0780
H  -0.82399  -0.90340  4.84052  0.1127
H  -2.76430  -1.39145  6.28580  0.1165
H  -4.96136  -1.90318  5.27902  0.1165
H  -5.21452  -1.94483  2.82177  0.1138
H  -3.27615  -1.47838  1.37096  0.0993
H  -1.83206  1.86050  2.79773  0.1133
H  -1.03579  2.78363  1.51500  0.1076
H  -0.71551  1.62742  4.83473  0.1178
H  1.32991  1.69827  6.21014  0.1173
H  3.52826  2.05869  5.14127  0.1151
H  3.67341  2.36552  2.69398  0.1064
H  1.62677  2.30896  1.31481  0.0960

Values from the calculation:
2S+1: 2
energy: -66969.91214 eV
HOMO-LUMO gap (spin up / spin down): 0.243 / 0.221 hartree
expectation value of S²: 0.7570
ΔE to the lowest compared entry with this formula, charge and spin: 10.3 kcal per mole
charge: +2

***

3.
The following is a DFT calculation (ωB97M-V with the def2-TZVPD basis set) of C30H39O6RuSi as an isolated structure.

Last column: Löwdin charge in e.
Geometry (Å):
Ru  -1.25253  1.00367  -0.81004  1.4956
C  1.94342  1.90096  -0.52527  -0.1434
C  1.62599  1.84408  -1.99832  -0.1263
O  0.54136  0.95124  -2.27959  -0.2318
C  0.91337  -0.44437  -2.36630  -0.1601
C  -0.29309  -1.17045  -2.83021  -0.1405
O  -1.25466  -1.17829  -1.74409  -0.2378
C  -2.55119  -1.66213  -2.14221  -0.1309
C  -3.52589  -0.51749  -2.13442  -0.1474
O  -2.79209  0.61288  -2.62778  -0.2323
C  -3.56399  1.73168  -3.07215  -0.1446
C  -2.56923  2.83147  -3.25311  -0.1369
O  -1.88864  3.06334  -2.01077  -0.2075
C  -2.60112  3.94945  -1.13997  -0.1553
C  -1.79037  4.06337  0.09509  -0.1450
O  -1.70985  2.75035  0.67606  -0.2285
C  -0.78675  2.66807  1.79001  -0.1300
C  0.61979  2.75826  1.30556  -0.1508
O  0.73001  1.81381  0.23335  -0.2402
H  2.43554  2.85134  -0.32428  0.1476
H  2.60489  1.09481  -0.21495  0.0982
H  2.51155  1.52416  -2.54611  0.1460
H  1.31986  2.81748  -2.37062  0.1384
H  1.22487  -0.80321  -1.38119  0.0720
H  1.72716  -0.58005  -3.07419  0.1529
H  -0.02568  -2.19148  -3.09412  0.1505
H  -0.73125  -0.67275  -3.69401  0.1413
H  -2.86493  -2.42996  -1.44153  0.1406
H  -2.47813  -2.09934  -3.13623  0.1425
H  -3.89983  -0.30145  -1.13125  0.1269
H  -4.37569  -0.75121  -2.77173  0.1490
H  -4.33014  1.97710  -2.33418  0.1372
H  -4.04854  1.50297  -4.01995  0.1519
H  -3.04900  3.74247  -3.60812  0.1481
H  -1.81083  2.52939  -3.96950  0.1435
H  -3.59170  3.54793  -0.90758  0.1415
H  -2.71518  4.92865  -1.60393  0.1527
H  -2.26036  4.74517  0.79968  0.1545
H  -0.79391  4.42528  -0.15119  0.1363
H  -0.96648  1.70504  2.25967  0.1228
H  -0.98509  3.45213  2.51650  0.1522
H  1.28790  2.49411  2.12470  0.1166
H  0.88084  3.75427  0.94702  0.1369
C  -2.95872  -3.00052  2.29130  -0.0608
C  -2.81076  -1.73664  1.73622  -0.0842
C  -1.53815  -1.28485  1.41003  -0.1605
C  -0.39372  -2.04777  1.60040  -0.2964
C  -0.56766  -3.31663  2.16725  -0.0692
C  -1.83524  -3.78773  2.51340  -0.0437
Si  1.30359  -1.45099  1.11631  0.8836
C  2.35406  -2.81537  0.48014  -0.3052
C  1.76538  -3.83285  -0.28802  -0.1165
C  2.54050  -4.82106  -0.88104  -0.0697
C  3.92274  -4.80571  -0.72327  -0.0611
C  4.52285  -3.80780  0.03478  -0.0629
C  3.74736  -2.82312  0.63470  -0.0879
C  2.03141  -0.25203  2.32058  -0.2903
C  1.31935  0.09221  3.47959  -0.1017
C  1.81123  1.04707  4.36526  -0.0740
C  3.02045  1.68167  4.10513  -0.0709
C  3.73565  1.36514  2.95365  -0.0662
C  3.24395  0.41246  2.06862  -0.1330
H  -3.94476  -3.36125  2.56320  0.1164
H  -3.68319  -1.10306  1.59166  0.1076
H  -1.46446  -0.26271  1.05518  0.0306
H  0.29916  -3.95224  2.33129  0.1155
H  -1.94263  -4.76834  2.96192  0.1180
H  0.68289  -3.86162  -0.41199  0.0989
H  2.06963  -5.60701  -1.46157  0.1108
H  4.52710  -5.57883  -1.18008  0.1138
H  5.59802  -3.80138  0.16680  0.1137
H  4.23150  -2.07971  1.25787  0.0924
H  0.37849  -0.40390  3.70479  0.1044
H  1.25760  1.28325  5.26738  0.1145
H  3.41636  2.40541  4.80724  0.1149
H  4.67833  1.86091  2.74611  0.1157
H  3.82127  0.18225  1.17643  0.0966

Values from the calculation:
2S+1: 6
energy: -54468.81087 eV
HOMO-LUMO gap (spin up / spin down): 0.237 / 0.240 hartree
expectation value of S²: 8.7626
ΔE to the lowest compared entry with this formula, charge and spin: 10.3 kcal per mole
charge: +2